This record from OMol25 describes a structure of composition CH2FInLiO at a distorted geometry. The level of theory is wB97M-V/def2-TZVPD.

CARTESIAN COORDINATES (ANGSTROEM)
In1 0.3458 -1.0938 -0.0986
F1 -0.5504 0.0721 -1.3517
O1 -0.2855 -0.8095 1.4828
C1 -1.3658 1.1534 -0.8160
Li1 0.0123 0.1521 2.8618
H1 -1.2205 2.0565 -1.4038
H2 -2.2518 0.8237 -0.2770

Atomic forces in eV per Å
In 3.052 -2.669 -3.366
F -1.369 1.519 -2.295
O -1.685 0.471 4.778
C -0.421 0.963 0.019
Li 0.044 0.340 1.126
H 0.083 -0.328 0.010
H 0.296 -0.296 -0.272

Summary:
<S²> = 0.753
total energy = -411.1971 Eh
charge = +2
energy above the lowest of the compared OMol25 structures with the same formula, charge and spin = 201.92 kJ/mol
2S+1 = 2
lowest unoccupied orbital energy (spin up / spin down) = -13.07 / -13.05 eV